(1)
Molecular formula: C3H10NO2
Method: DFT, ωB97M-V with the def2-TZVPD basis set

Properties
- HOMO level: -14.673 eV
- E_LUMO: -5.85 eV
- Total charge: +1
- Energy relative to the best compared isomer or geometry (same formula, charge and spin): 85.3 kcal/mol
- Frontier orbital gap: 0.32437 hartree

Last column: Löwdin charge in e.
Cartesian coordinates (Å):
C -0.0260 -1.0079 2.0106  -0.088
C 1.1808 -0.4043 1.8419  0.095
C -1.2051 -1.1179 -0.0884  0.223
N -0.7046 -1.7839 0.9307  0.060
H -0.5615 -0.9250 2.9206  0.109
H 1.7249 -0.5132 0.9362  0.057
H 1.4581 0.5003 2.2791  0.067
H -2.2319 -1.3217 -0.4444  0.141
H -0.6663 -0.2239 -0.4653  0.104
H -0.7510 -2.7760 1.0033  0.159
H -1.8218 1.5607 -2.7868  0.014
H -0.4615 1.1724 -3.1251  0.084
O -1.0815 1.2171 -2.3446  -0.056
H 2.1066 1.2320 -1.1977  0.044
H 1.4055 2.6293 -0.9339  0.064
O 1.6354 1.7619 -0.5362  -0.076

(2)
Molecular formula: C3H10NO2P
Method: DFT, ωB97M-V with the def2-TZVPD basis set

Properties
- HOMO level (alpha / beta): -7.652 / -7.650 eV
- E_LUMO (alpha / beta): -0.40 / -0.40 eV
- Total charge: 0
- Energy relative to the best compared isomer or geometry (same formula, charge and spin): 95.7 kcal/mol
- Frontier orbital gap (alpha / beta): 0.26649 / 0.26639 hartree

Last column: Löwdin charge in e.
Cartesian coordinates (Å):
C 0.5981 1.4233 1.2650  -0.101
C 0.6880 -1.0073 -1.4975  -0.046
C -0.3716 0.3992 0.8209  -0.497
N -1.5540 0.8660 0.3146  0.081
O -1.7358 -1.9516 1.3500  -0.243
O 0.6592 -1.9341 1.9976  -0.393
P -0.4799 -1.0313 1.8762  0.618
H 0.0516 2.2976 1.8694  0.145
H 1.1538 1.8205 0.4767  0.058
H 1.2940 0.8673 1.8194  0.046
H 0.6614 -2.0362 -1.8905  0.033
H 1.4301 -1.0458 -0.6773  0.036
H 0.7722 -0.1461 -2.1541  0.029
H -1.5511 1.6864 -0.2123  0.086
H -1.3195 -2.3607 0.5721  0.048
H -2.3689 0.2524 0.4468  0.110
H -0.3278 -1.0237 -1.0672  -0.011

(3)
Molecular formula: C3H10NO2P
Method: DFT, ωB97M-V with the def2-TZVPD basis set

Properties
- HOMO level: -8.995 eV
- E_LUMO: 0.81 eV
- Total charge: 0
- Energy relative to the best compared isomer or geometry (same formula, charge and spin): 92.6 kcal/mol
- Frontier orbital gap: 0.36052 hartree

Last column: Löwdin charge in e.
Cartesian coordinates (Å):
C -1.5508 0.3677 -0.4050  -0.101
C 0.6506 -0.5337 -1.0798  -0.126
C -0.1090 0.2524 -0.0910  -0.502
N 0.2439 -0.7284 1.5169  -0.008
O 2.3960 0.9431 0.7290  -0.185
O 0.4790 1.9388 2.0774  -0.343
P 0.8824 1.5888 0.7430  0.579
H -2.3634 0.0437 0.2715  0.084
H -1.7323 -0.1379 -1.3814  0.082
H -1.7408 1.5426 -0.3711  0.120
H 1.6932 -0.5347 -0.9878  0.045
H 0.4443 -0.1261 -2.1036  0.097
H 0.0823 -1.5460 -1.1847  0.127
H 0.1243 -1.7191 1.5277  0.006
H 2.8192 1.2003 1.4979  0.023
H -0.3634 -0.3909 2.3223  0.052
H 1.0470 2.7450 -0.0929  0.050

(4)
Molecular formula: C3H10NO2S
Method: DFT, ωB97M-V with the def2-TZVPD basis set

Properties
- HOMO level: -3.835 eV
- E_LUMO: 1.52 eV
- Total charge: -1
- Energy relative to the best compared isomer or geometry (same formula, charge and spin): 116.3 kcal/mol
- Frontier orbital gap: 0.19676 hartree

Last column: Löwdin charge in e.
Cartesian coordinates (Å):
C -0.9360 -0.6616 0.3420  -0.332
C -2.0225 -0.0611 -0.4960  -0.714
S -3.3678 0.5919 0.5983  0.137
N 0.2506 -0.7826 -0.5229  -0.019
C 1.5892 -0.9010 0.1814  -0.542
O 2.1146 0.0925 0.8835  -0.257
H -0.6670 0.1851 1.1328  0.028
H -1.1288 -1.5796 0.9014  0.128
H -2.2537 -0.9460 -1.1460  0.099
H -1.5838 0.7514 -0.9719  0.012
H -0.3418 0.4161 1.9802  0.310
H 0.3319 0.2428 -0.8334  0.091
H 1.6338 -1.8880 0.7441  0.095
H 2.1956 -1.3206 -0.6901  0.094
H 0.8812 1.9310 -1.2934  -0.013
H 1.7798 1.5597 -0.0925  0.035
O 1.5248 2.3699 -0.7176  -0.151

(5)
Molecular formula: C3H10NO2S
Method: DFT, ωB97M-V with the def2-TZVPD basis set

Properties
- HOMO level: -3.585 eV
- E_LUMO: 3.17 eV
- Total charge: -1
- Energy relative to the best compared isomer or geometry (same formula, charge and spin): 13.5 kcal/mol
- Frontier orbital gap: 0.24808 hartree

Last column: Löwdin charge in e.
Cartesian coordinates (Å):
C -0.8012 -1.2288 -0.3604  -0.449
O -1.2959 -1.6912 0.7836  -0.315
C 0.3492 -0.1993 0.0174  -0.501
C 1.2212 0.4461 -1.1053  -0.591
S 1.8747 2.0922 -0.7822  0.618
N 1.2477 -0.7579 0.9728  0.020
H -0.2475 -2.0389 -1.0320  0.119
H -1.5026 -0.5297 -0.8897  0.098
H -0.2305 0.7332 0.4416  0.122
H 0.5961 0.4394 -2.0501  0.075
H 2.0853 -0.2334 -1.1076  0.052
H 1.0096 2.3567 0.2442  -0.147
H 0.6921 -1.3390 1.5244  0.026
H 1.7234 -0.1281 1.5905  0.057
H -2.8443 -1.1474 0.8422  -0.034
H -3.9430 -0.5097 1.7932  0.026
O -3.7893 -0.7938 0.8462  -0.177

(6)
Molecular formula: C3H10NO2S
Method: DFT, ωB97M-V with the def2-TZVPD basis set

Properties
- HOMO level: -13.131 eV
- E_LUMO: -4.03 eV
- Total charge: +1
- Energy relative to the best compared isomer or geometry (same formula, charge and spin): 39.6 kcal/mol
- Frontier orbital gap: 0.33432 hartree

Last column: Löwdin charge in e.
Cartesian coordinates (Å):
O -1.5457 -0.7830 1.2611  0.114
C -0.7554 0.0907 1.0763  -0.222
C 0.1942 -0.0694 -0.1404  -0.353
C 0.4149 1.2002 -1.0020  -0.549
S -1.0989 1.9990 -1.5319  0.803
N 1.5131 -0.5073 0.3138  0.166
H -0.6765 1.0147 1.6697  0.147
H -0.2805 -0.9468 -0.9015  0.228
H 0.9909 0.9863 -1.8992  0.080
H 0.9007 2.0741 -0.4519  0.102
H -1.3588 1.3433 -2.5996  -0.160
H 2.2063 -0.8234 -0.4666  0.230
H 1.5900 -1.4913 0.8430  0.150
H 1.7923 0.1594 0.9645  0.133
H 1.9230 -3.9257 1.1885  0.085
H 0.5667 -3.0309 1.6555  0.109
O 1.5724 -3.1071 1.5774  -0.063

(7)
Molecular formula: C3H10NO3PS
Method: DFT, ωB97M-V with the def2-TZVPD basis set

Properties
- HOMO level: -10.281 eV
- E_LUMO: 0.58 eV
- Total charge: 0
- Energy relative to the best compared isomer or geometry (same formula, charge and spin): 0.0 kcal/mol
- Frontier orbital gap: 0.39921 hartree

Last column: Löwdin charge in e.
Cartesian coordinates (Å):
C -1.8840 0.6181 -0.9656  -0.124
C -0.9310 -1.7968 0.5014  -0.125
C 2.5629 1.4133 0.8403  -0.127
N 0.8680 -0.0734 -0.8480  -0.229
O -0.2383 0.7768 1.3309  -0.324
O 3.2308 -0.4317 -0.9953  -0.339
O 2.0946 -1.1387 1.0477  -0.303
P -0.5338 -0.0268 0.1519  0.543
S 2.2785 -0.1394 0.0708  0.550
H -1.6054 0.7539 -1.9660  0.029
H -2.8052 0.1960 -0.7393  0.022
H -1.9882 1.5970 -0.5710  0.033
H -0.3628 -1.8649 1.4095  0.039
H -1.9614 -1.8686 0.6650  0.031
H -0.4307 -2.3088 -0.2577  0.029
H 2.5897 1.1708 1.9054  0.079
H 3.5572 1.7938 0.5244  0.089
H 1.7146 1.9347 0.4383  0.046
H 0.8450 -0.6116 -1.6891  0.082

(8)
Molecular formula: C3H10NO4
Method: DFT, ωB97M-V with the def2-TZVPD basis set

Properties
- HOMO level: -4.857 eV
- E_LUMO: 4.00 eV
- Total charge: -1
- Energy relative to the best compared isomer or geometry (same formula, charge and spin): 28.4 kcal/mol
- Frontier orbital gap: 0.32556 hartree

Last column: Löwdin charge in e.
Cartesian coordinates (Å):
C -1.0969 1.1146 -0.8183  -0.264
C -1.4474 -0.3591 -0.4859  -0.116
C -0.7708 -0.8527 0.8309  -0.690
O 0.3983 -0.4300 1.0572  -0.116
O -1.4686 -1.5077 1.6333  -0.046
N 0.1487 1.2581 -1.5831  -0.022
H -1.8985 1.6164 -1.3803  0.093
H -0.8478 1.6002 0.1095  0.089
H -2.4711 -0.6971 -0.6852  0.092
H -1.0166 -1.0713 -1.2208  0.101
H 0.4387 0.5364 -2.2247  0.052
H 0.9227 1.3390 -0.9334  0.044
H 0.8054 1.3924 1.2380  -0.020
H 2.0607 1.1267 2.0867  0.018
O 1.4794 1.8253 1.7964  -0.096
H 1.3780 -1.5866 0.2911  -0.009
H 1.3837 -2.9934 0.3051  0.024
O 2.0021 -2.3110 -0.0165  -0.132

(9)
Molecular formula: C3H10NO4
Method: DFT, ωB97M-V with the def2-TZVPD basis set

Properties
- HOMO level: -4.600 eV
- E_LUMO: 3.83 eV
- Total charge: -1
- Energy relative to the best compared isomer or geometry (same formula, charge and spin): 9.5 kcal/mol
- Frontier orbital gap: 0.30991 hartree

Last column: Löwdin charge in e.
Cartesian coordinates (Å):
C -1.0730 -0.9451 0.6413  -0.294
N 0.2848 -1.3908 0.5723  0.019
C 1.3781 -0.7569 1.2227  -0.793
O 1.1437 0.3494 1.7750  -0.101
O 2.4548 -1.3752 1.1669  -0.075
C -1.7567 -0.8240 -0.7109  -0.109
H -1.6881 -1.6082 1.2638  0.095
H -1.1156 -0.0003 1.1493  0.096
H 0.5242 -2.2517 0.1154  0.110
H -1.6009 -1.6877 -1.3633  0.065
H -1.3989 0.0434 -1.2630  0.045
H -2.8096 -0.5815 -0.5819  0.056
H 0.5731 2.1150 -1.5156  -0.003
H 0.9487 0.7061 -1.9274  0.025
O 0.5208 1.5004 -2.2688  -0.098
H 1.7667 1.7353 0.5854  0.030
H 0.5552 2.4418 0.8793  0.035
O 1.2928 2.5298 0.2596  -0.102

(10)
Molecular formula: C3H10NO4
Method: DFT, ωB97M-V with the def2-TZVPD basis set

Properties
- HOMO level: -4.434 eV
- E_LUMO: 3.81 eV
- Total charge: -1
- Energy relative to the best compared isomer or geometry (same formula, charge and spin): 23.3 kcal/mol
- Frontier orbital gap: 0.30300 hartree

Last column: Löwdin charge in e.
Cartesian coordinates (Å):
C 1.5054 1.6919 0.8384  -0.146
N 2.1508 0.4912 0.3234  -0.126
C 1.2257 -0.4849 -0.2673  -0.182
C 0.4341 0.0709 -1.4909  -0.697
O -0.7545 0.4455 -1.2598  -0.093
O 1.0965 0.1609 -2.5330  -0.051
H 0.4166 1.6197 0.8077  0.071
H 1.7836 2.6143 0.3279  0.070
H 1.7924 1.8303 1.8904  0.058
H 2.7564 0.7312 -0.4550  0.088
H 0.5515 -0.8600 0.5088  0.096
H 1.8274 -1.3170 -0.6363  0.101
H -1.5663 -0.3382 -0.0628  0.004
H -3.0365 -0.0093 0.2379  0.052
O -2.4016 -0.7354 0.3402  -0.112
H -2.1805 -1.0097 2.0210  -0.018
H -1.3002 -1.5759 3.1830  0.004
O -2.1927 -1.3053 2.9722  -0.118

(11)
Molecular formula: C3H10NOPS
Method: DFT, ωB97M-V with the def2-TZVPD basis set

Properties
- HOMO level (alpha / beta): -7.457 / -7.739 eV
- E_LUMO (alpha / beta): -0.21 / -0.07 eV
- Total charge: 0
- Energy relative to the best compared isomer or geometry (same formula, charge and spin): 129.3 kcal/mol
- Frontier orbital gap (alpha / beta): 0.26632 / 0.28170 hartree

Last column: Löwdin charge in e.
Cartesian coordinates (Å):
C -1.0007 0.8854 -1.4988  -0.211
C -0.6888 0.7179 0.9529  -0.199
C -0.7618 0.0710 -0.3474  -0.807
N 2.3600 -1.0945 0.6703  -0.242
O 2.0810 1.3197 0.0173  -0.559
P -1.1127 -1.6931 -0.3866  0.777
S 2.0584 -0.0087 -0.5866  0.828
H -0.9137 0.3966 -2.5386  0.097
H -1.9580 1.5565 -1.4712  0.114
H -0.2773 1.7459 -1.4593  0.075
H -0.2876 -0.0785 1.6030  0.035
H -1.7636 1.0603 1.4080  0.143
H -0.1495 1.6356 0.9869  0.047
H 2.9656 -0.6812 1.4138  0.075
H 2.4998 -2.0274 0.4954  -0.003
H -0.4937 -1.9421 0.9714  -0.066
H -2.5575 -1.8632 -0.2306  -0.103

(12)
Molecular formula: C3H10NOS
Method: DFT, ωB97M-V with the def2-TZVPD basis set

Properties
- HOMO level: -2.943 eV
- E_LUMO: 4.10 eV
- Total charge: -1
- Energy relative to the best compared isomer or geometry (same formula, charge and spin): 15.9 kcal/mol
- Frontier orbital gap: 0.25874 hartree

Last column: Löwdin charge in e.
Cartesian coordinates (Å):
C 1.3056 0.6677 0.2721  -0.157
C 0.9551 -0.3098 -0.7726  -0.612
C -0.3794 -0.9826 -0.4087  -0.606
S -1.8703 0.2337 -0.4104  0.161
N 0.9582 0.2608 -2.1103  -0.001
H 1.7193 0.3356 1.2212  0.062
H 0.5123 1.5043 0.4753  0.086
H 2.2121 1.2214 -0.1014  0.071
H 1.7716 -1.0911 -0.6968  0.127
H -0.7862 -1.8232 -1.0343  0.029
H -0.4607 -1.3799 0.6502  0.042
H 0.2683 -0.2422 -2.6967  0.065
H 0.4278 1.1142 -2.0966  0.029
H -2.3928 -0.4422 3.0567  -0.014
H -2.1375 0.4871 1.8055  -0.084
O -2.1035 0.4460 2.8469  -0.199

(13)
Molecular formula: C3H10NOS
Method: DFT, ωB97M-V with the def2-TZVPD basis set

Properties
- HOMO level (alpha / beta): -8.956 / -8.886 eV
- E_LUMO (alpha / beta): 0.70 / -2.68 eV
- 2S+1: 2
- Total charge: 0
- Energy relative to the best compared isomer or geometry (same formula, charge and spin): 49.9 kcal/mol
- Frontier orbital gap (alpha / beta): 0.35469 / 0.22822 hartree

Last column: Löwdin spin population.
Cartesian coordinates (Å):
C -1.8534 0.6700 -1.6546  0.001
N -1.0758 0.6554 -0.4932  0.004
C -1.5761 -0.2886 0.4320  0.006
C -0.3951 -1.0491 1.1041  0.090
S 1.0552 -1.3808 -0.0182  0.844
H -2.4091 1.5987 -1.6817  0.000
H -2.7574 -0.1494 -1.6760  0.000
H -1.3180 0.4265 -2.5797  0.000
H -0.0751 0.1384 -0.6001  0.007
H -2.2768 0.0956 1.2261  -0.001
H -1.9851 -1.1975 0.0979  0.002
H -0.6562 -2.0619 1.4885  0.011
H -0.0540 -0.3833 1.9031  0.027
H 2.1967 1.5950 1.0580  0.005
H 2.7086 2.2745 -0.1954  0.000
O 2.5277 2.3969 0.6768  0.004

(14)
Molecular formula: C3H10NOSi
Method: DFT, ωB97M-V with the def2-TZVPD basis set

Properties
- HOMO level: -4.072 eV
- E_LUMO: 4.29 eV
- Total charge: -1
- Energy relative to the best compared isomer or geometry (same formula, charge and spin): 6.5 kcal/mol
- Frontier orbital gap: 0.30733 hartree

Last column: Löwdin charge in e.
Cartesian coordinates (Å):
C -2.9492 0.6081 -0.6417  -0.132
C 0.5784 -1.4451 -0.1114  -0.248
C 2.6466 0.5176 0.3000  -0.257
N -3.8093 -0.0154 0.0625  0.007
O 0.0844 1.2039 1.3558  -0.502
Si 0.7252 0.4127 0.1839  0.089
H -3.1905 0.6062 -1.6321  0.011
H -3.4714 -0.0296 1.0105  0.015
H -1.9814 1.0425 -0.3242  0.035
H -0.3264 -2.0595 -0.0161  0.008
H 1.1292 -1.6196 -0.9529  -0.046
H 1.2627 -1.8776 0.7148  0.037
H 3.1069 0.0906 -0.5818  -0.011
H 2.9258 1.5367 0.5752  -0.007
H 2.8439 -0.0020 1.3124  0.033
H 0.4250 1.0305 -1.2550  -0.034

(15)
Molecular formula: C3H10NS2
Method: DFT, ωB97M-V with the def2-TZVPD basis set

Properties
- HOMO level (alpha / beta): -18.574 / -18.573 eV
- E_LUMO (alpha / beta): -8.89 / -12.86 eV
- 2S+1: 2
- Total charge: +2
- Energy relative to the best compared isomer or geometry (same formula, charge and spin): 40.2 kcal/mol
- Frontier orbital gap (alpha / beta): 0.35594 / 0.20987 hartree

Last column: Löwdin spin population.
Cartesian coordinates (Å):
C 1.2918 1.2589 1.8188  0.064
S 0.3248 2.2102 0.6401  0.428
S 1.6328 2.5316 -0.9327  0.442
H 1.5561 0.2782 1.4105  0.015
H 0.6527 1.1225 2.6963  0.000
H 2.2007 1.7877 2.1089  0.009
H 2.3835 3.3945 -0.2066  0.024
C -0.5828 -1.6602 -0.6962  0.001
C -1.2969 -2.6840 -1.1314  0.000
N -1.2176 -0.3165 -0.6999  0.011
H 0.3986 -1.7096 -0.2577  0.000
H -0.8559 -3.6671 -1.1960  0.000
H -2.3183 -2.5516 -1.4813  0.000
H -1.4054 0.0030 -1.6550  0.000
H -2.1314 -0.3771 -0.2355  0.000
H -0.6328 0.3796 -0.1825  0.007